13
Properties=species:S:1:pos:R:3:forces:R:3:mulliken_charge:R:1 method="wB97M-V/def2-TZVPD" total_energy_ha=-303.48093 charge=0 multiplicity=1 homo_ev=-8.9 de_lowest_kcal_mol=97.4
C 0.187 1.886 0.373 0.08 0.67 0.04 -0.357
C 1.458 0.997 0.442 0.25 0.22 0.00 -0.265
C 0.437 -0.023 0.142 -0.03 0.30 0.12 0.392
N 0.467 -1.396 0.022 -0.54 0.13 0.39 -0.581
C -0.662 -1.691 -0.382 0.28 -0.36 0.21 0.870
C -1.696 -2.168 -0.985 0.33 -0.63 0.47 -0.924
N -0.637 0.685 0.128 0.32 0.14 0.11 -0.610
H 0.160 2.581 -0.465 0.04 0.10 0.04 0.244
H -0.090 2.399 1.296 0.07 0.02 -0.06 0.257
H 2.210 1.129 -0.334 0.07 0.15 0.08 0.218
H 1.920 0.897 1.426 0.02 0.07 -0.10 0.211
H -1.065 -3.080 -1.090 -0.84 -0.76 -1.18 0.295
H -2.689 -2.217 -0.574 -0.05 -0.04 -0.10 0.250


13
Properties=species:S:1:pos:R:3:forces:R:3:mulliken_charge:R:1 method="wB97M-V/def2-TZVPD" total_energy_ha=-303.48385 charge=0 multiplicity=1 smiles="C1=N[C@H]1C[C@H]1C=N1" homo_ev=-9.8 de_lowest_kcal_mol=95.5
N 2.485 -0.501 0.253 -0.26 -0.18 0.33 -0.532
C 1.589 -0.727 1.102 0.36 -0.02 -0.22 -0.223
C 1.297 0.448 0.316 -0.19 0.28 -0.04 0.035
C 0.269 0.414 -0.796 0.01 -0.06 -0.03 -0.767
C -1.143 0.517 -0.239 0.13 0.32 -0.13 0.071
C -2.057 -0.605 -0.224 0.11 -0.05 0.37 -0.246
N -1.509 -0.437 0.891 -0.29 -0.18 -0.36 -0.457
H 1.501 1.432 0.743 -0.01 -0.15 -0.06 0.405
H 0.392 -0.525 -1.350 -0.03 0.11 0.10 0.341
H 0.445 1.232 -1.505 -0.03 -0.11 0.11 0.309
H -1.541 1.527 -0.126 0.06 -0.16 -0.01 0.387
H 1.336 -1.454 1.865 0.07 0.11 -0.10 0.337
H -2.753 -1.289 -0.696 0.09 0.10 0.05 0.339


13
Properties=species:S:1:pos:R:3:forces:R:3:mulliken_charge:R:1 method="wB97M-V/def2-TZVPD" total_energy_ha=-303.57925 charge=0 multiplicity=1 homo_ev=-8.8 de_lowest_kcal_mol=35.7
C -1.299 -0.506 -0.059 -0.36 -0.20 -0.09 -0.427
C -1.320 1.025 0.208 -0.11 0.15 -0.01 -0.462
C 0.169 0.805 0.327 0.13 0.08 -0.11 0.391
N 1.295 1.216 -0.173 -0.17 -0.12 0.16 -0.653
C 2.022 0.030 -0.285 0.18 -0.14 -0.01 -0.220
C 1.284 -1.063 0.069 0.13 0.00 -0.06 -0.376
N 0.076 -0.554 0.524 0.19 0.07 -0.10 -0.029
H -1.232 -0.710 -1.132 -0.17 -0.01 0.14 0.235
H -2.031 -1.157 0.419 0.09 0.12 0.03 0.275
H -1.641 1.664 -0.615 0.04 -0.13 0.10 0.254
H -1.828 1.302 1.135 0.12 -0.01 -0.15 0.227
H 3.041 0.044 -0.649 -0.08 0.02 0.19 0.412
H 1.541 -2.111 0.136 0.00 0.17 -0.09 0.373


13
Properties=species:S:1:pos:R:3:forces:R:3:mulliken_charge:R:1 method="wB97M-V/def2-TZVPD" total_energy_ha=-303.50970 charge=0 multiplicity=1 homo_ev=-8.7 de_lowest_kcal_mol=79.3
C 1.476 -1.728 0.088 -1.13 0.20 -0.64 -1.162
C 0.769 -0.595 -0.018 -0.57 -0.06 0.45 0.309
C -1.523 0.490 0.090 -1.28 0.69 1.10 0.225
C 1.373 0.694 -0.077 0.04 -0.46 0.09 -0.674
C 1.855 1.783 -0.055 0.49 1.67 0.33 0.467
H 0.961 -2.685 0.091 0.17 0.11 0.21 0.304
H 2.524 -1.691 -0.037 0.87 -0.07 0.09 0.332
H -1.065 -1.553 -0.438 1.16 3.55 1.79 0.263
H -1.129 1.535 0.473 -0.43 -2.38 -1.11 0.225
H -3.073 -0.683 -0.269 0.74 2.47 0.51 0.191
H 2.229 2.794 0.080 -0.18 -0.83 -0.30 0.410
N -0.644 -0.586 0.017 -0.83 -3.15 -1.97 -0.253
N -2.807 0.360 -0.026 0.95 -1.75 -0.54 -0.638


13
Properties=species:S:1:pos:R:3:forces:R:3:mulliken_charge:R:1 method="wB97M-V/def2-TZVPD" total_energy_ha=-303.48275 charge=0 multiplicity=1 homo_ev="-7.1 / -7.0" de_lowest_kcal_mol=96.2
C 0.293 0.771 -1.302 0.07 0.24 -0.50 -0.559
C 1.409 -0.233 -1.171 0.35 -0.14 -0.15 -0.296
C 0.935 -0.317 0.286 -0.14 -0.19 0.04 -0.090
N 0.338 -1.333 1.032 0.10 0.17 0.15 -0.480
C -0.810 -0.891 1.421 0.00 -0.07 0.03 -0.127
C -1.179 0.464 0.823 -0.15 -0.07 -0.24 -0.404
N 0.006 0.654 0.016 -0.25 0.13 0.39 0.283
H -1.995 0.382 0.109 -0.33 0.07 0.32 0.274
H 0.150 1.681 -1.868 0.17 0.02 -0.05 0.273
H 1.247 -1.184 -1.687 -0.01 0.12 0.10 0.217
H 2.415 0.145 -1.366 -0.08 -0.14 0.02 0.246
H -1.426 -1.397 2.158 0.13 -0.01 -0.07 0.390
H -1.383 1.259 1.549 0.12 -0.15 -0.04 0.273


13
Properties=species:S:1:pos:R:3:forces:R:3:mulliken_charge:R:1 method="wB97M-V/def2-TZVPD" total_energy_ha=-303.50865 charge=0 multiplicity=1 homo_ev=-9.8 de_lowest_kcal_mol=80.0
N 0.836 1.793 -0.496 -0.46 0.07 0.16 -0.476
C -0.386 2.038 -0.356 0.43 -0.06 0.10 -0.158
C -0.168 0.832 -1.121 -0.16 -0.28 -0.24 -0.356
C -0.400 -0.500 -0.445 -0.10 0.04 -0.31 0.161
C 0.808 -1.177 0.259 0.08 -0.04 0.02 -0.629
C -0.047 -0.883 1.456 -0.17 -0.01 0.18 -0.081
N -1.060 -0.343 0.885 0.34 -0.21 0.17 -0.642
H -0.216 0.828 -2.208 -0.02 0.14 0.13 0.461
H -0.973 -1.166 -1.099 0.05 0.12 0.06 0.463
H 0.952 -2.243 0.059 0.03 0.16 -0.07 0.297
H 1.757 -0.639 0.166 -0.15 -0.06 0.13 0.261
H 0.056 -1.078 2.524 0.02 0.06 -0.09 0.376
H -1.039 2.696 0.204 0.10 0.06 -0.23 0.324


13
Properties=species:S:1:pos:R:3:forces:R:3:mulliken_charge:R:1 method="wB97M-V/def2-TZVPD" total_energy_ha=-303.49493 charge=0 multiplicity=1 homo_ev=-9.8 de_lowest_kcal_mol=88.6
N 2.191 1.778 1.183 -0.15 -1.14 -0.02 -0.482
C 1.779 0.859 0.610 1.05 0.22 0.97 0.132
C 1.220 0.094 -0.467 -0.10 1.06 -0.22 -0.035
C -0.032 -0.589 -0.902 -0.24 -0.43 -0.22 0.035
C -1.082 -1.016 0.070 -0.07 -0.19 0.12 -0.483
C -0.868 0.374 0.693 -0.10 0.17 0.08 -0.406
N -0.121 0.832 -0.580 -0.40 0.08 -0.62 -0.455
H 1.910 0.127 -1.313 -0.38 0.57 -0.04 0.319
H -0.016 -0.797 -1.970 0.18 -0.54 0.20 0.301
H -2.039 -1.071 -0.456 0.10 -0.08 0.17 0.225
H -0.906 -1.921 0.650 -0.08 0.09 0.10 0.276
H -1.750 0.992 0.860 0.11 -0.07 -0.14 0.331
H -0.286 0.337 1.623 0.07 0.26 -0.38 0.241


13
Properties=species:S:1:pos:R:3:forces:R:3:mulliken_charge:R:1 method="wB97M-V/def2-TZVPD" total_energy_ha=-303.49824 charge=0 multiplicity=1 smiles="N=C=CC[C@H]1C=N1" homo_ev=-9.0 de_lowest_kcal_mol=86.5
N 1.529 -1.692 0.817 -0.03 0.62 0.01 -0.628
C 1.477 -0.467 0.702 -0.16 -0.27 -0.04 0.638
C 1.231 0.766 0.338 0.02 -0.26 0.00 -0.727
C 0.362 0.810 -0.909 -0.12 0.01 -0.10 -0.500
C -1.064 0.358 -0.572 -0.01 0.14 -0.23 0.203
C -1.410 -0.698 0.360 -0.13 0.66 0.30 -0.540
N -1.480 0.439 0.893 -0.29 -0.64 -0.26 -0.407
H 1.350 1.627 0.985 0.13 -0.23 -0.11 0.314
H 0.797 0.171 -1.689 -0.16 0.15 0.10 0.255
H 0.312 1.826 -1.316 0.05 -0.15 0.10 0.320
H -1.836 0.653 -1.285 0.19 0.09 0.06 0.428
H 0.623 -2.026 1.169 0.38 -0.19 0.25 0.268
H -1.619 -1.724 0.644 0.13 0.08 -0.09 0.375


Result set for maximum force: 0.032; 0.010; 0.008; 0.081; 0.011; 0.010; 0.028; 0.015 Eh/bohr, one per record in the order listed.